1.
DFT (ωB97M-V/def2-TZVPD) results for a cluster of 12 separate species, C59H136F30N7O3P7 in total in a non-equilibrium geometry.

Each line ends with the Löwdin charge.
Atoms and positions in Å:
C (-9.161, -18.695, 0.853)  0.021
N (-8.638, -19.709, -0.150)  -0.319
C (-7.142, -19.572, -0.308)  0.029
C (-9.008, -21.049, 0.419)  0.017
C (-9.209, -19.457, -1.536)  -0.089
C (-10.711, -19.263, -1.692)  -0.185
O (-10.930, -17.868, -1.499)  -0.098
H (-8.927, -17.706, 0.460)  0.106
H (-8.545, -18.867, 1.733)  0.080
H (-10.223, -18.863, 0.958)  0.066
H (-6.668, -19.695, 0.667)  0.096
H (-6.796, -18.639, -0.735)  0.078
H (-6.944, -20.487, -0.865)  0.109
H (-8.505, -21.167, 1.371)  0.088
H (-8.779, -21.791, -0.342)  0.101
H (-10.086, -20.951, 0.536)  0.086
H (-8.926, -20.323, -2.140)  0.127
H (-8.624, -18.622, -1.908)  0.102
H (-11.343, -19.837, -1.008)  0.104
H (-11.124, -19.512, -2.671)  0.114
H (-11.600, -17.633, -0.851)  0.037
C (-11.973, -24.594, 4.066)  0.006
N (-11.297, -23.501, 3.282)  -0.313
C (-11.793, -22.198, 3.928)  0.027
C (-9.823, -23.583, 3.463)  -0.006
C (-11.717, -23.529, 1.780)  -0.058
C (-13.077, -22.957, 1.473)  -0.212
O (-14.139, -23.487, 2.282)  -0.075
H (-11.452, -25.536, 3.909)  0.113
H (-13.029, -24.618, 3.828)  0.091
H (-11.885, -24.407, 5.137)  0.111
H (-11.263, -22.122, 4.873)  0.103
H (-12.869, -22.263, 4.056)  0.105
H (-11.547, -21.337, 3.309)  0.096
H (-9.540, -24.590, 3.153)  0.108
H (-9.503, -23.368, 4.481)  0.109
H (-9.183, -22.957, 2.838)  0.089
H (-11.681, -24.618, 1.722)  0.133
H (-10.878, -23.168, 1.192)  0.111
H (-13.366, -23.093, 0.431)  0.118
H (-13.161, -21.879, 1.618)  0.099
H (-14.316, -24.402, 2.032)  0.099
C (-10.023, -20.145, -6.760)  0.002
N (-11.191, -21.087, -6.837)  -0.321
C (-10.581, -22.452, -6.852)  0.003
C (-12.087, -20.877, -5.649)  0.012
C (-12.038, -20.980, -8.093)  -0.091
C (-11.274, -20.536, -9.311)  -0.238
O (-10.162, -21.391, -9.546)  -0.063
H (-9.548, -20.363, -5.803)  0.095
H (-10.359, -19.131, -6.957)  0.107
H (-9.157, -20.336, -7.396)  0.116
H (-10.034, -22.653, -5.927)  0.119
H (-9.931, -22.822, -7.641)  0.115
H (-11.390, -23.186, -6.808)  0.118
H (-12.476, -19.862, -5.651)  0.102
H (-11.539, -21.185, -4.758)  0.082
H (-12.942, -21.554, -5.670)  0.120
H (-12.738, -20.159, -7.932)  0.135
H (-12.536, -21.927, -8.275)  0.145
H (-10.901, -19.503, -9.325)  0.121
H (-11.884, -20.556, -10.224)  0.134
H (-9.731, -21.160, -10.374)  0.107
C (-6.742, -15.820, -1.780)  -0.054
C (-5.943, -15.576, -3.061)  -0.136
N (-6.829, -15.125, -4.128)  -0.022
C (-7.305, -15.910, -5.155)  0.035
C (-7.898, -15.078, -6.071)  0.025
N (-7.764, -13.798, -5.569)  -0.104
C (-7.187, -13.862, -4.377)  -0.042
C (-8.013, -12.561, -6.288)  0.018
H (-7.405, -16.688, -1.815)  0.053
H (-7.410, -14.987, -1.546)  0.062
H (-6.110, -15.976, -0.907)  0.093
H (-5.313, -16.381, -3.427)  0.127
H (-5.279, -14.763, -2.761)  0.130
H (-7.329, -16.984, -5.068)  0.105
H (-8.226, -15.157, -7.093)  0.137
H (-6.978, -13.030, -3.726)  0.172
H (-8.685, -11.967, -5.656)  0.087
H (-8.701, -12.708, -7.118)  0.106
H (-7.118, -11.988, -6.500)  0.111
C (-2.199, -18.933, 6.857)  -0.058
C (-3.673, -18.945, 7.245)  -0.160
N (-4.422, -19.886, 6.411)  -0.056
C (-4.742, -21.168, 6.780)  0.012
C (-5.391, -21.723, 5.707)  0.003
N (-5.413, -20.786, 4.729)  -0.064
C (-4.785, -19.686, 5.139)  -0.016
C (-5.872, -21.059, 3.378)  0.012
H (-1.997, -18.615, 5.836)  0.077
H (-1.759, -19.917, 7.024)  0.083
H (-1.657, -18.265, 7.528)  0.083
H (-4.176, -17.993, 7.060)  0.127
H (-3.870, -19.136, 8.297)  0.132
H (-4.484, -21.594, 7.733)  0.137
H (-5.898, -22.671, 5.670)  0.143
H (-4.487, -18.792, 4.621)  0.174
H (-6.888, -20.723, 3.191)  0.072
H (-5.773, -22.129, 3.194)  0.091
H (-5.221, -20.571, 2.655)  0.106
C (-14.723, -20.209, -1.362)  -0.068
C (-14.699, -19.005, -2.324)  -0.237
C (-16.028, -18.201, -2.290)  -0.254
C (-16.302, -17.545, -0.939)  -0.224
P (-17.371, -16.006, -1.068)  1.060
C (-16.290, -14.526, -1.298)  -0.240
C (-15.723, -14.384, -2.706)  -0.245
C (-16.444, -13.498, -3.752)  -0.240
C (-16.717, -12.045, -3.296)  -0.084
C (-18.533, -16.206, -2.410)  -0.292
C (-19.501, -17.379, -2.480)  -0.214
C (-19.950, -17.641, -3.927)  -0.255
C (-18.890, -18.170, -4.892)  -0.103
C (-18.253, -15.847, 0.537)  -0.227
C (-17.526, -14.912, 1.528)  -0.254
C (-16.320, -15.545, 2.234)  -0.273
C (-16.618, -16.704, 3.190)  -0.080
H (-15.472, -20.914, -1.721)  0.084
H (-14.972, -19.966, -0.329)  0.058
H (-13.686, -20.547, -1.349)  0.061
H (-14.353, -19.211, -3.337)  0.098
H (-13.983, -18.267, -1.940)  0.086
H (-16.864, -18.829, -2.609)  0.095
H (-15.849, -17.526, -3.135)  0.091
H (-15.336, -17.177, -0.575)  0.080
H (-16.678, -18.198, -0.154)  0.102
H (-15.569, -14.648, -0.489)  0.092
H (-16.910, -13.655, -1.076)  0.081
H (-15.337, -15.317, -3.123)  0.100
H (-14.767, -13.854, -2.588)  0.084
H (-17.397, -13.975, -4.007)  0.092
H (-15.940, -13.568, -4.717)  0.109
H (-17.395, -12.114, -2.444)  0.063
H (-17.265, -11.514, -4.071)  0.080
H (-15.823, -11.507, -2.984)  0.061
H (-17.888, -16.039, -3.277)  0.073
H (-19.112, -15.283, -2.262)  0.110
H (-20.302, -17.287, -1.749)  0.118
H (-19.014, -18.313, -2.177)  0.104
H (-20.398, -16.757, -4.399)  0.111
H (-20.865, -18.238, -3.949)  0.114
H (-19.324, -18.473, -5.845)  0.079
H (-18.502, -19.136, -4.552)  0.073
H (-18.061, -17.479, -5.038)  0.062
H (-18.321, -16.848, 0.962)  0.090
H (-19.246, -15.443, 0.333)  0.099
H (-18.195, -14.399, 2.226)  0.119
H (-17.156, -14.018, 1.015)  0.073
H (-15.820, -14.726, 2.749)  0.115
H (-15.720, -15.957, 1.411)  0.070
H (-17.267, -16.133, 3.865)  0.083
H (-15.783, -17.076, 3.775)  0.073
H (-17.072, -17.557, 2.691)  0.069
C (-9.970, -14.942, 2.480)  -0.080
C (-9.359, -13.525, 2.616)  -0.235
C (-9.465, -12.703, 1.350)  -0.247
C (-10.927, -12.635, 0.849)  -0.242
P (-11.193, -11.132, -0.202)  1.026
C (-10.563, -9.686, 0.686)  -0.261
C (-10.890, -8.317, 0.078)  -0.277
C (-10.331, -7.272, 0.992)  -0.274
C (-10.573, -5.799, 0.583)  -0.088
C (-10.233, -11.342, -1.710)  -0.264
C (-10.737, -12.341, -2.758)  -0.239
C (-10.408, -13.805, -2.555)  -0.233
C (-11.634, -14.734, -2.565)  -0.086
C (-12.934, -11.005, -0.676)  -0.252
C (-13.808, -10.559, 0.505)  -0.254
C (-15.233, -10.209, 0.129)  -0.263
C (-16.167, -10.184, 1.337)  -0.098
H (-9.691, -15.300, 1.481)  0.071
H (-11.051, -14.872, 2.356)  0.066
H (-9.608, -15.554, 3.300)  0.049
H (-8.324, -13.636, 2.940)  0.112
H (-9.906, -13.018, 3.415)  0.117
H (-8.802, -13.011, 0.537)  0.104
H (-9.170, -11.670, 1.561)  0.083
H (-11.742, -12.728, 1.569)  0.103
H (-11.080, -13.510, 0.209)  0.080
H (-9.482, -9.750, 0.793)  0.103
H (-11.048, -9.743, 1.663)  0.113
H (-11.957, -8.123, -0.120)  0.113
H (-10.632, -8.092, -0.967)  0.119
H (-9.246, -7.421, 1.008)  0.115
H (-10.704, -7.403, 2.010)  0.118
H (-11.664, -5.671, 0.609)  0.073
H (-10.244, -5.599, -0.435)  0.074
H (-10.329, -4.976, 1.253)  0.078
H (-9.152, -11.440, -1.606)  0.108
H (-10.388, -10.326, -2.104)  0.095
H (-10.321, -12.053, -3.731)  0.100
H (-11.786, -12.097, -2.956)  0.099
H (-9.786, -13.876, -1.658)  0.089
H (-9.756, -14.192, -3.341)  0.086
H (-11.550, -15.616, -3.202)  0.071
H (-12.461, -14.294, -3.140)  0.057
H (-12.075, -15.015, -1.608)  0.070
H (-13.231, -12.003, -1.010)  0.093
H (-13.029, -10.323, -1.524)  0.112
H (-13.371, -9.695, 1.023)  0.105
H (-13.797, -11.267, 1.338)  0.117
H (-15.565, -11.064, -0.483)  0.085
H (-15.487, -9.370, -0.521)  0.120
H (-17.227, -9.974, 1.221)  0.079
H (-15.757, -9.515, 2.100)  0.081
H (-16.106, -11.157, 1.839)  0.068
P (-12.953, -18.275, 1.943)  0.195
F (-14.521, -18.668, 1.660)  -0.176
F (-12.883, -17.713, 0.444)  -0.158
F (-13.539, -16.841, 2.504)  -0.180
F (-11.460, -17.786, 2.191)  -0.141
F (-13.035, -18.769, 3.481)  -0.143
F (-12.490, -19.775, 1.481)  -0.162
P (-11.262, -23.778, -2.026)  0.184
F (-11.001, -22.719, -3.276)  -0.218
F (-10.816, -24.899, -3.119)  -0.167
F (-9.720, -23.701, -1.564)  -0.151
F (-11.515, -24.885, -0.903)  -0.127
F (-11.569, -22.493, -1.060)  -0.181
F (-12.812, -23.895, -2.498)  -0.168
P (-8.137, -17.697, 4.698)  0.205
F (-6.892, -17.808, 5.767)  -0.180
F (-8.710, -19.084, 5.350)  -0.184
F (-9.006, -16.946, 5.858)  -0.168
F (-9.466, -17.618, 3.749)  -0.184
F (-7.584, -16.325, 4.108)  -0.139
F (-7.336, -18.529, 3.531)  -0.191
P (-6.384, -19.586, -4.310)  0.207
F (-4.906, -20.276, -4.307)  -0.165
F (-6.028, -18.626, -3.069)  -0.147
F (-5.704, -18.455, -5.273)  -0.171
F (-7.915, -19.131, -4.460)  -0.160
F (-6.707, -20.657, -5.531)  -0.193
F (-6.858, -20.826, -3.332)  -0.172
P (-6.568, -24.523, 0.862)  0.148
F (-6.292, -24.623, -0.701)  -0.123
F (-8.163, -24.833, 0.723)  -0.182
F (-6.361, -26.143, 0.971)  -0.178
F (-6.799, -24.461, 2.481)  -0.208
F (-5.005, -24.306, 1.192)  -0.161
F (-6.902, -22.936, 0.782)  -0.182

Cartesian forces (eV/Å) of the 3 atoms listed first:
C 1.14 -0.38 -0.99
N -0.26 1.63 0.41
C -0.52 -1.79 0.82

- lowest unoccupied orbital energy (Eh) = -0.15457
- net charge = +2
- maximum force (eV/A) = 6.329
- spin multiplicity = 1
- frontier orbital gap (Ha) = 0.3150

=====

2.
DFT (ωB97M-V/def2-TZVPD) results for a cluster of 4 separate species, C4H13NO3 in total in a non-equilibrium geometry.

Each line ends with the Löwdin charge.
Atoms and positions in Å:
C (0.243, 0.014, 0.004)  -0.111
C (0.129, -0.906, -1.211)  -0.293
N (0.048, -0.202, -2.507)  0.096
C (-1.900, -1.273, 3.102)  0.159
C (-1.489, -1.901, 1.847)  -0.298
O (-0.402, -2.291, 1.249)  -0.037
H (-0.472, 0.871, 0.027)  0.108
H (1.225, 0.496, -0.118)  0.059
H (0.319, -0.464, 0.956)  0.044
H (-0.749, -1.574, -1.146)  0.123
H (0.868, -1.765, -1.031)  0.145
H (0.627, -0.727, -3.174)  0.090
H (-1.240, -0.790, 3.849)  0.076
H (-2.980, -1.162, 3.188)  0.059
H (-2.507, -2.250, 1.469)  0.112
H (2.025, 3.454, 0.444)  0.016
H (0.569, 0.800, -2.494)  0.060
O (1.276, 2.855, 0.463)  -0.128
H (1.628, 2.576, -2.552)  0.037
H (1.238, 2.430, -0.464)  -0.029
O (1.544, 1.810, -1.904)  -0.288

Cartesian forces (eV/Å) of the 3 atoms listed first:
C 1.00 1.66 -1.54
C 0.26 0.08 0.47
N 1.95 -0.94 1.41

- lowest unoccupied orbital energy (Eh) = -0.18961
- maximum force (eV/A) = 4.415
- spin multiplicity = 1
- frontier orbital gap (Ha) = 0.1048
- energy above the lowest of the compared OMol25 structures with the same formula, charge and spin (kcal per mole) = 230.76

=====

3.
DFT (ωB97M-V/def2-TZVPD) results for a structure of composition C34H49NO7SeW in a non-equilibrium geometry.

Each line ends with the Löwdin charge.
Atoms and positions in Å:
W (0.384, -1.589, 0.960)  1.982
O (2.855, -2.174, 0.155)  -0.157
C (3.757, -3.194, 0.660)  -0.154
C (3.994, -2.956, 2.141)  -0.119
N (2.723, -2.853, 2.851)  -0.165
C (2.633, -1.904, 3.948)  -0.031
C (1.394, -1.030, 3.748)  -0.458
O (0.670, -0.600, 4.577)  0.206
O (1.206, -0.775, 2.405)  -0.274
C (1.960, -4.095, 3.025)  -0.012
C (0.809, -3.715, 2.130)  -0.537
O (0.892, -3.817, 0.877)  -0.009
O (-0.117, -2.932, 2.557)  -0.047
H (2.829, -2.286, -0.803)  0.109
H (4.705, -3.126, 0.127)  0.142
H (3.314, -4.173, 0.480)  0.124
H (4.520, -2.009, 2.255)  0.136
H (4.626, -3.754, 2.542)  0.146
H (3.498, -1.239, 3.930)  0.150
H (2.593, -2.368, 4.933)  0.153
H (1.642, -4.255, 4.054)  0.152
H (2.499, -4.964, 2.657)  0.151
C (-0.141, 5.770, 1.934)  -0.030
C (-0.252, 4.705, 3.035)  -0.552
C (-1.339, 5.129, 4.025)  -0.050
C (1.077, 4.591, 3.803)  -0.030
C (-0.545, 3.349, 2.402)  -0.125
C (0.336, 2.844, 1.445)  -0.031
C (0.100, 1.595, 0.930)  -0.336
Se (1.502, 0.627, -0.085)  1.336
C (0.873, 0.112, -1.869)  -0.339
C (1.117, 0.839, -3.015)  -0.030
C (0.715, 0.322, -4.244)  -0.127
C (-0.057, -0.841, -4.251)  0.072
C (-0.322, -1.608, -3.119)  -0.057
C (0.282, -1.155, -1.938)  -0.271
O (0.370, -1.912, -0.790)  -0.297
C (-1.221, -2.857, -3.167)  -0.520
C (-2.373, -2.749, -2.144)  -0.024
C (-1.867, -2.975, -4.548)  -0.052
C (-0.393, -4.129, -2.905)  -0.020
C (1.151, 1.025, -5.526)  -0.552
C (2.690, 1.018, -5.559)  -0.031
C (0.630, 2.470, -5.538)  -0.031
C (0.649, 0.301, -6.777)  -0.051
C (-0.995, 0.822, 1.327)  -0.264
O (-0.999, -0.461, 0.752)  -0.203
C (-1.911, 1.294, 2.270)  -0.058
C (-1.630, 2.566, 2.779)  0.075
C (-3.162, 0.522, 2.730)  -0.519
C (-4.165, 0.507, 1.565)  -0.020
C (-2.845, -0.919, 3.177)  -0.031
C (-3.805, 1.227, 3.927)  -0.050
H (0.060, 6.743, 2.383)  0.097
H (-1.074, 5.840, 1.373)  0.098
H (0.669, 5.551, 1.237)  0.078
H (-1.090, 6.111, 4.425)  0.097
H (-1.399, 4.441, 4.871)  0.094
H (-2.319, 5.208, 3.552)  0.096
H (1.255, 5.513, 4.357)  0.096
H (1.925, 4.431, 3.134)  0.082
H (1.036, 3.766, 4.518)  0.093
H (1.197, 3.411, 1.116)  0.121
H (1.623, 1.793, -2.950)  0.122
H (-0.466, -1.175, -5.192)  0.098
H (-2.937, -1.825, -2.288)  0.100
H (-2.039, -2.794, -1.114)  0.061
H (-3.056, -3.586, -2.287)  0.097
H (-2.412, -2.067, -4.812)  0.100
H (-2.573, -3.804, -4.550)  0.099
H (-1.120, -3.171, -5.318)  0.095
H (0.063, -4.131, -1.917)  0.066
H (0.394, -4.233, -3.653)  0.098
H (-1.040, -5.004, -2.972)  0.099
H (3.123, 1.516, -4.690)  0.080
H (3.040, 1.539, -6.451)  0.098
H (3.065, -0.006, -5.597)  0.095
H (1.068, 3.067, -4.737)  0.081
H (-0.456, 2.489, -5.432)  0.096
H (0.884, 2.945, -6.485)  0.096
H (1.031, -0.720, -6.825)  0.094
H (1.007, 0.826, -7.662)  0.097
H (-0.441, 0.281, -6.830)  0.095
H (-2.302, 2.957, 3.527)  0.094
H (-3.746, 0.026, 0.678)  0.080
H (-4.454, 1.525, 1.301)  0.098
H (-5.063, -0.038, 1.858)  0.101
H (-2.818, -1.615, 2.344)  0.072
H (-3.638, -1.269, 3.837)  0.097
H (-1.910, -0.953, 3.738)  0.078
H (-4.155, 2.225, 3.658)  0.092
H (-3.111, 1.308, 4.765)  0.104
H (-4.673, 0.658, 4.256)  0.099

Cartesian forces (eV/Å) of the 3 atoms listed first:
W 2.00 -1.92 1.31
O 0.12 0.20 0.37
C -0.06 -0.07 0.19

- lowest unoccupied orbital energy (Eh) = -0.30512
- net charge = +2
- maximum force (eV/A) = 3.067
- spin multiplicity = 1
- frontier orbital gap (Ha) = 0.2227
- energy above the lowest of the compared OMol25 structures with the same formula, charge and spin (kcal per mole) = 52.28